1.
65
Properties=species:S:1:pos:R:3:forces:R:3:mulliken_charge:R:1 method="wB97M-V/def2-TZVPD" relative_energy_kj_mol=201.2 homo_lumo_gap_ev=3.70 total_charge=+1 total_energy_ev=-38236.152 e_homo_ev=-9.32
C 3.29043 4.08657 2.99304 0.043 0.266 0.063 -1.16
N 3.46625 2.88121 2.21063 0.031 -0.014 0.096 0.12
C 4.61402 2.07873 2.58309 0.077 -0.186 0.060 -1.16
C 2.66523 2.54882 1.16197 -0.183 0.040 -0.377 1.87
C 1.64166 3.42661 0.68690 0.243 -0.197 0.222 -0.80
C 0.91241 3.10753 -0.44001 0.258 -0.825 -0.423 -1.28
C 1.15355 1.90802 -1.17825 0.632 0.384 1.615 0.81
C 0.45327 1.67256 -2.38904 0.104 -1.418 -2.001 -0.61
C 0.79454 0.74320 -3.36614 -0.112 0.659 0.599 1.01
C -0.03748 0.40258 -4.51171 0.483 -1.106 -1.316 -1.08
C 0.60484 -0.58962 -5.26869 -1.182 1.443 1.138 -0.43
C 1.87460 -0.88736 -4.63904 0.139 1.280 1.882 -0.73
C 2.00173 -0.07501 -3.49844 0.230 -1.278 -1.316 -0.69
C 2.08975 0.98800 -0.62605 -0.406 0.599 -0.033 -0.49
C 2.83184 1.29952 0.49574 -0.131 0.139 0.151 -0.86
H 2.24705 4.41575 3.00025 0.267 -0.123 0.107 0.35
H 3.60259 3.88470 4.02587 -0.175 0.073 -0.226 0.43
H 3.91704 4.90807 2.60953 -0.190 -0.123 0.067 0.33
H 5.04050 1.56460 1.71480 -0.008 0.238 0.227 0.36
H 5.38270 2.73268 3.01234 -0.162 -0.177 -0.146 0.42
H 4.34703 1.32368 3.33936 0.103 0.087 -0.127 0.31
H 1.44862 4.36844 1.20328 0.083 -0.335 -0.285 0.27
H 0.14336 3.78883 -0.80919 0.252 -0.100 0.132 0.38
H -0.41661 2.29858 -2.59001 0.030 -0.167 0.071 0.32
H -0.99626 0.87888 -4.70890 0.221 -0.255 -0.040 0.37
H 0.23026 -1.05804 -6.17625 0.053 0.188 0.261 0.44
H 2.60107 -1.61509 -4.99617 -0.127 0.321 0.079 0.45
H 2.88474 0.00907 -2.87095 -0.214 -0.112 -0.364 0.50
H 2.21835 0.00816 -1.08028 -0.096 0.295 0.125 0.35
H 3.55218 0.56867 0.86921 -0.320 0.265 -0.107 0.23
C -5.34691 3.05228 0.13921 0.075 -0.137 0.103 -0.54
C -5.68652 1.69605 0.11238 0.041 -0.003 0.109 -0.49
C -5.10294 0.79957 1.01196 0.256 0.287 0.115 -0.38
C -4.16904 1.28087 1.93111 -0.045 0.397 -0.724 0.55
O -3.54500 0.38836 2.81355 0.903 -1.142 0.134 -0.45
C -2.57098 -0.47986 2.32274 -0.606 1.243 -0.128 0.14
C -1.23814 -0.04213 2.30245 -0.048 -0.041 -0.109 -0.64
C -0.28244 -0.84635 1.72129 0.305 -0.120 0.127 -0.48
C -0.59401 -2.12135 1.15511 -0.008 0.386 0.237 0.55
C 0.48056 -2.83656 0.56359 -0.862 -0.129 0.523 -0.30
C 0.45882 -4.02195 -0.20930 0.278 -0.662 -0.646 0.89
C 1.71196 -4.68145 -0.41995 -0.293 0.328 -0.055 -0.47
C 1.80998 -5.80919 -1.21632 -0.086 -0.149 -0.026 -0.68
C 0.66248 -6.33370 -1.83784 0.132 0.479 0.425 -0.32
C -0.57950 -5.70730 -1.64923 -0.101 0.197 0.156 -0.79
C -0.69112 -4.56561 -0.85874 0.296 -0.146 -0.060 -0.26
C -1.94186 -2.56910 1.29514 -0.241 0.057 0.024 -0.29
C -2.91500 -1.75882 1.86492 0.193 -0.403 -0.220 -0.53
C -3.83676 2.63906 1.99240 -0.025 -0.462 -0.165 -0.28
C -4.42101 3.51840 1.07806 -0.148 -0.113 0.056 -0.46
H -5.80932 3.74640 -0.56712 0.183 -0.263 0.258 0.40
H -6.41469 1.32136 -0.60920 0.214 0.169 0.210 0.36
H -5.35506 -0.26164 1.01011 0.013 0.327 -0.056 0.32
H -0.98037 0.93158 2.72051 -0.117 -0.285 -0.177 0.46
H 0.75511 -0.50949 1.69184 -0.261 0.032 -0.078 0.31
H 1.47150 -2.44647 0.79458 -0.112 0.051 -0.155 0.32
H 2.59749 -4.25883 0.06050 -0.207 -0.200 -0.189 0.37
H 2.78144 -6.28577 -1.36499 -0.359 0.156 0.051 0.39
H 0.74314 -7.21819 -2.47096 -0.049 0.273 0.176 0.40
H -1.46852 -6.11177 -2.13917 0.326 0.188 0.154 0.40
H -1.65100 -4.05898 -0.77346 0.329 -0.197 -0.208 0.52
H -2.21391 -3.57490 0.97915 0.017 0.338 0.206 0.59
H -3.94701 -2.10251 1.95512 0.371 0.107 0.003 0.55
H -3.11644 2.98278 2.73461 -0.192 -0.083 -0.192 0.44
H -4.15422 4.57688 1.10904 -0.113 -0.342 -0.010 0.38

2.
49
Properties=species:S:1:pos:R:3:forces:R:3:mulliken_charge:R:1 method="wB97M-V/def2-TZVPD" relative_energy_kj_mol=166.6 homo_lumo_gap_ev=8.97 total_energy_ev=-55382.400 smiles="O=C1c2ccccc2C(=O)N1CCCCSc1nnco1.O=S1(=O)CCCC1" e_homo_ev=-8.92
O 2.74012 0.38434 -1.83754 0.841 -0.472 0.671 -0.61
C 2.31867 0.04595 -0.75975 -2.742 0.347 0.132 0.18
C 0.85608 0.31939 -0.32693 -1.520 -0.387 1.925 0.12
C -0.28346 0.82983 -1.05548 0.262 -0.501 1.792 -0.78
C -1.54684 0.97893 -0.33741 1.436 -0.535 1.133 0.04
C -1.64551 0.61511 1.08729 1.798 -0.325 -0.870 -0.05
C -0.50330 0.05694 1.81819 0.261 0.653 -2.041 -0.65
C 0.72802 -0.07451 1.07731 -0.328 0.655 -1.959 0.36
C 2.12403 -0.60389 1.48510 -2.767 0.227 -0.017 -0.02
O 2.39410 -0.91549 2.61399 1.002 -0.002 -0.674 -0.54
N 2.93203 -0.67053 0.30428 0.771 1.258 0.600 0.57
C 4.37473 -0.46297 0.56985 1.215 0.152 -0.153 -0.70
C 5.33268 -0.86971 -0.60194 0.485 -0.543 0.214 -0.64
C 5.40804 -2.41532 -0.88710 0.467 0.427 -0.386 -0.70
C 4.08236 -3.05278 -1.45862 0.319 0.549 0.068 -0.40
S 3.47467 -4.54450 -0.55654 0.149 -0.241 0.773 -0.19
C 3.50973 -4.24153 1.20881 -1.313 0.951 3.067 0.44
N 2.49750 -4.28669 2.12613 1.395 -0.019 -2.563 -0.30
N 3.00744 -4.03117 3.34423 2.397 0.312 1.011 -0.36
C 4.33351 -3.81820 3.24172 -3.456 -0.761 -1.898 0.12
O 4.63961 -3.94556 1.92049 1.653 0.097 -0.540 -0.27
H -0.15598 1.09346 -2.12554 -0.315 -0.146 0.887 0.42
H -2.45014 1.39326 -0.86776 1.589 -0.726 0.781 0.24
H -2.60573 0.75893 1.63139 0.814 -0.178 -0.633 0.36
H -0.55034 -0.24288 2.88870 -0.052 0.293 -1.030 0.41
H 4.62442 -1.01898 1.51623 -0.293 0.317 -1.073 0.37
H 4.58833 0.62015 0.80825 -0.474 -0.894 -0.281 0.34
H 5.14490 -0.32843 -1.56177 -0.208 -0.305 0.974 0.30
H 6.36859 -0.55766 -0.27812 -1.006 -0.265 -0.244 0.38
H 5.81305 -2.93250 0.02135 -0.698 0.313 -0.786 0.34
H 6.20004 -2.55400 -1.67876 -0.724 0.123 0.803 0.35
H 3.22349 -2.34887 -1.54401 0.872 -0.375 0.209 0.20
H 4.29822 -3.40479 -2.50625 -0.410 -0.068 1.153 0.36
H 5.09874 -3.57085 3.99564 -0.686 -0.205 -0.753 0.36
O -3.94666 1.90949 -1.73438 -0.612 -0.006 -0.078 -0.77
S -5.02851 1.83165 -0.77540 -0.454 0.153 0.182 1.30
O -5.10504 0.77859 0.20601 0.370 -0.057 -0.213 -0.72
C -5.16534 3.40807 0.05254 -0.024 0.449 0.066 -0.73
C -6.11688 4.21312 -0.82485 -0.025 0.031 -0.130 -0.61
C -7.23993 3.24749 -1.21601 -0.093 0.084 0.082 -0.58
C -6.58398 1.93577 -1.65855 -0.451 0.087 -0.265 -0.74
H -4.18047 3.86261 0.14943 0.041 -0.181 -0.002 0.39
H -5.59547 3.22894 1.03902 0.054 -0.087 -0.047 0.40
H -6.50001 5.08900 -0.30046 0.043 -0.038 -0.022 0.36
H -5.59669 4.55743 -1.72311 0.012 0.006 0.070 0.32
H -7.88086 3.06451 -0.34927 0.045 0.004 -0.037 0.30
H -7.86879 3.65865 -2.00651 0.028 -0.051 0.037 0.32
H -7.19786 1.07230 -1.40756 0.212 -0.073 -0.019 0.34
H -6.36531 1.93788 -2.72639 0.119 -0.046 0.083 0.36

3.
21
Properties=species:S:1:pos:R:3:forces:R:3:mulliken_charge:R:1 method="wB97M-V/def2-TZVPD" relative_energy_kj_mol=207.1 homo_lumo_gap_ev=7.85 total_energy_ev=-11442.524 smiles="C[C@H]1C(N)=C(O)[C@@]1(C)N" e_homo_ev=-7.08
C 1.18472 1.07371 1.44323 0.074 -0.005 -0.042 -1.37
C 0.93441 0.55353 0.04168 -1.868 -0.124 -0.328 -0.08
C 0.89840 -0.90996 -0.20495 -2.048 0.697 0.214 -0.04
N 1.91767 -1.76337 -0.47937 1.590 -1.199 -0.137 -0.52
C -0.44752 -1.09600 -0.10792 2.380 1.150 -0.310 -0.21
O -1.20015 -2.17719 0.11974 -0.745 -1.434 -0.083 -0.60
C -0.90610 0.30723 -0.18604 1.752 0.158 0.598 1.11
C -1.24399 0.93351 -1.52277 -0.234 0.003 -0.035 -1.66
N -1.79484 0.70337 0.84431 -0.262 0.496 0.392 -0.54
H 0.94223 2.14011 1.50920 -0.006 -0.135 -0.045 0.37
H 0.57408 0.54914 2.18228 0.041 -0.027 -0.082 0.31
H 2.23688 0.95953 1.73088 -0.085 -0.009 -0.006 0.36
H 1.49232 1.14033 -0.70021 -0.208 0.100 -0.084 0.44
H 2.84738 -1.36957 -0.56370 -0.358 -0.061 0.077 0.22
H 1.76125 -2.51137 -1.14630 -0.073 0.319 0.168 0.21
H -0.61589 -2.87846 0.44754 -0.296 0.169 -0.070 0.34
H -1.16605 2.02413 -1.47332 -0.035 -0.111 0.086 0.36
H -0.56426 0.58165 -2.29970 -0.049 -0.039 0.097 0.37
H -2.27221 0.68793 -1.81811 0.098 -0.027 -0.035 0.45
H -1.85504 0.06399 1.62858 0.072 0.059 -0.300 0.26
H -2.72330 0.98774 0.55495 0.258 0.020 -0.077 0.22